Below is a cluster of 9 separate species, C46H50O8S2 in total at a distorted geometry, with properties calculated with ωB97M-V/def2-TZVPD.

The HOMO-LUMO gap is 9.5 eV. The value obtained for the energy is -86558.9634 eV. The molar mass is 795.0 g/mol. Its charge is 0.

Each atom is followed by the atoms it is bonded to, with distances in Å.
Geometry (Å):
1 O 2.247 -2.150 4.493  S2 1.475
2 S 1.041 -2.445 5.289  O1 1.475, O3 1.433, O4 1.580, O7 1.577
3 O 1.189 -2.484 6.714  S2 1.433
4 O -0.107 -1.472 4.813  S2 1.580, C5 1.482
5 C -1.191 -2.221 4.133  O4 1.482, C6 1.499, H8 1.090, H9 1.091
6 C -0.596 -3.534 3.725  C5 1.499, O7 1.443, H10 1.115, H11 1.094
7 O 0.326 -3.766 4.811  S2 1.577, C6 1.443
8 H -1.970 -2.422 4.868  C5 1.090
9 H -1.552 -1.561 3.343  C5 1.091
10 H -0.004 -3.626 2.785  C6 1.115
11 H -1.305 -4.363 3.635  C6 1.094
12 O -2.422 -3.607 -4.397  S13 1.434
13 S -2.686 -2.750 -3.278  O12 1.434, O14 1.434, O15 1.633, O18 1.603
14 O -2.614 -3.208 -1.921  S13 1.434
15 O -1.875 -1.337 -3.389  S13 1.633, C16 1.462
16 C -2.466 -0.599 -4.505  O15 1.462, C17 1.555, H19 1.058, H20 1.091
17 C -3.980 -0.949 -4.471  C16 1.555, O18 1.481, H21 1.062, H22 1.101
18 O -4.096 -2.004 -3.437  S13 1.603, C17 1.481
19 H -2.184 0.413 -4.377  C16 1.058
20 H -1.910 -1.030 -5.340  C16 1.091
21 H -4.158 -1.462 -5.384  C17 1.062
22 H -4.618 -0.074 -4.276  C17 1.101
23 C -4.717 -3.966 1.553  C24 1.392, C28 1.405, H29 1.082
24 C -4.121 -2.849 0.974  C23 1.392, C25 1.412, H30 1.072
25 C -4.282 -1.558 1.522  C24 1.412, C26 1.412, H31 1.085
26 C -4.988 -1.460 2.741  C25 1.412, C27 1.401, H32 1.035
27 C -5.649 -2.559 3.304  C26 1.401, C28 1.375, H33 1.056
28 C -5.513 -3.785 2.697  C23 1.405, C27 1.375, H34 1.062
29 H -4.481 -4.989 1.291  C23 1.082
30 H -3.541 -2.999 0.086  C24 1.072
31 H -3.743 -0.672 1.202  C25 1.085
32 H -5.135 -0.523 3.155  C26 1.035
33 H -6.140 -2.409 4.228  C27 1.056
34 H -5.739 -4.695 3.197  C28 1.062
35 C 1.370 -2.614 -4.322  C36 1.410, C40 1.395, H41 1.111
36 C 1.990 -3.669 -3.621  C35 1.410, C37 1.398, H42 1.081
37 C 3.325 -3.630 -3.209  C36 1.398, C38 1.413, H43 1.067
38 C 4.016 -2.434 -3.511  C37 1.413, C39 1.372, H44 1.096
39 C 3.432 -1.374 -4.156  C38 1.372, C40 1.397, H45 1.106
40 C 2.118 -1.475 -4.622  C35 1.395, C39 1.397, H46 1.088
41 H 0.378 -2.868 -4.754  C35 1.111
42 H 1.309 -4.481 -3.408  C36 1.081
43 H 3.811 -4.458 -2.745  C37 1.067
44 H 5.004 -2.437 -3.039  C38 1.096
45 H 4.035 -0.508 -4.487  C39 1.106
46 H 1.688 -0.767 -5.327  C40 1.088
47 C 0.113 1.847 -3.365  C48 1.410, C52 1.373, H53 1.089
48 C -0.862 2.401 -2.510  C47 1.410, C49 1.402, H54 1.053
49 C -1.449 3.614 -2.893  C48 1.402, C50 1.419, H55 1.078
50 C -1.064 4.280 -4.085  C49 1.419, C51 1.371, H56 1.093
51 C -0.157 3.676 -4.917  C50 1.371, C52 1.398, H57 1.107
52 C 0.445 2.470 -4.542  C47 1.373, C51 1.398, H58 1.094
53 H 0.685 0.984 -3.029  C47 1.089
54 H -1.066 2.047 -1.539  C48 1.053
55 H -2.102 4.058 -2.159  C49 1.078
56 H -1.546 5.225 -4.350  C50 1.093
57 H 0.204 4.200 -5.823  C51 1.107
58 H 1.217 2.014 -5.168  C52 1.094
59 C -1.786 5.192 0.877  C60 1.363, C64 1.395, H65 1.087
60 C -0.724 5.050 0.036  C59 1.363, C61 1.386, H66 1.095
61 C -0.097 6.106 -0.608  C60 1.386, C62 1.406, H67 1.066
62 C -0.610 7.404 -0.438  C61 1.406, C63 1.414, H68 1.119
63 C -1.683 7.603 0.461  C62 1.414, C64 1.391, H69 1.089
64 C -2.236 6.494 1.095  C59 1.395, C63 1.391, H70 1.053
65 H -2.201 4.309 1.356  C59 1.087
66 H -0.161 4.113 -0.034  C60 1.095
67 H 0.800 5.782 -1.084  C61 1.066
68 H -0.127 8.335 -0.827  C62 1.119
69 H -2.143 8.570 0.657  C63 1.089
70 H -3.035 6.727 1.740  C64 1.053
71 C 4.775 -5.956 0.382  C72 1.401, C76 1.393, H77 1.090
72 C 3.465 -5.779 -0.083  C71 1.401, C73 1.399, H78 1.066
73 C 2.722 -4.725 0.458  C72 1.399, C74 1.397, H79 1.085
74 C 3.307 -3.830 1.357  C73 1.397, C75 1.340, H80 1.034
75 C 4.598 -3.984 1.683  C74 1.340, C76 1.390, H81 1.093
76 C 5.369 -5.064 1.271  C71 1.393, C75 1.390, H82 1.061
77 H 5.398 -6.801 0.088  C71 1.090
78 H 2.968 -6.379 -0.810  C72 1.066
79 H 1.659 -4.593 0.286  C73 1.085
80 H 2.686 -3.140 1.811  C74 1.034
81 H 4.929 -3.311 2.479  C75 1.093
82 H 6.384 -5.104 1.576  C76 1.061
83 C -1.167 -0.584 0.153  C84 1.400, C88 1.376, H89 1.075
84 C 0.012 -0.701 -0.592  C83 1.400, C85 1.400, H90 1.081
85 C 1.101 0.141 -0.342  C84 1.400, C86 1.407, H91 1.084
86 C 1.004 1.111 0.672  C85 1.407, C87 1.398, H92 1.074
87 C -0.178 1.228 1.409  C86 1.398, C88 1.387, H93 1.058
88 C -1.242 0.384 1.128  C83 1.376, C87 1.387, H94 1.129
89 H -1.953 -1.237 -0.181  C83 1.075
90 H 0.072 -1.399 -1.416  C84 1.081
91 H 1.948 -0.030 -0.995  C85 1.084
92 H 1.800 1.819 0.808  C86 1.074
93 H -0.202 1.897 2.229  C87 1.058
94 H -2.290 0.592 1.492  C88 1.129
95 C 3.882 5.085 3.527  C96 1.368, C100 1.384, H101 1.118
96 C 2.700 5.675 3.173  C95 1.368, C97 1.358, H102 1.082
97 C 1.516 5.039 3.364  C96 1.358, C98 1.393, H103 1.100
98 C 1.565 3.766 3.928  C97 1.393, C99 1.404, H104 1.153
99 C 2.795 3.133 4.169  C98 1.404, C100 1.390, H105 1.084
100 C 4.007 3.761 3.911  C95 1.384, C99 1.390, H106 1.063
101 H 4.802 5.676 3.291  C95 1.118
102 H 2.709 6.642 2.687  C96 1.082
103 H 0.562 5.375 2.931  C97 1.100
104 H 0.575 3.180 4.003  C98 1.153
105 H 2.877 2.110 4.517  C99 1.084
106 H 4.934 3.330 4.202  C100 1.063

Atomic partial charges in e from the Löwdin method, atoms 1 to 6: atom 1 (O): -0.269, atom 2 (S): 0.611, atom 3 (O): -0.229, atom 4 (O): -0.199, atom 5 (C): -0.111, atom 6 (C): -0.147